# 1
A cluster of 2 separate species, C5H10O in total in a non-equilibrium geometry, computed with wB97M-V/def2-TZVPD.

Geometry as XYZ:
```
16
Properties=species:S:1:pos:R:3:nbo_charge:R:1
C -1.56 0.10 -0.59 -0.270
C -0.44 0.74 -0.39 0.388
C -1.87 -1.42 -0.47 -0.621
C 0.44 1.77 -0.64 -0.751
C 1.88 -0.52 1.12 -0.182
O 0.77 -0.98 0.65 -0.677
H -2.52 0.61 -0.84 0.242
H -2.09 -1.63 0.54 0.236
H -2.67 -1.56 -1.12 0.207
H -0.97 -2.13 -0.56 0.264
H 1.29 1.70 0.27 0.263
H -0.09 2.68 -0.49 0.275
H 1.10 1.64 -1.54 0.258
H 2.80 -1.07 0.92 0.145
H 1.89 -0.55 2.24 0.127
H 2.06 0.64 0.91 0.095
```

Calculated values
- frontier orbital gap (spin up / spin down) (eV) = 7.96 / 7.95


# 2
A structure of composition C41H50N4O5S5W in a non-equilibrium geometry, computed with wB97M-V/def2-TZVPD.

Geometry as XYZ:
```
106
Properties=species:S:1:pos:R:3:lowdin_charge:R:1
W 0.05 -0.57 0.85 1.032
C -1.01 5.49 -0.42 0.038
C -2.05 4.47 0.00 -0.544
C -3.35 5.10 0.44 0.026
O -2.31 3.55 -1.07 0.052
C -1.65 2.34 -0.84 -0.275
C -0.86 2.62 0.44 -0.260
O -1.55 3.66 1.07 0.008
C -1.50 0.50 1.93 -0.336
O -0.62 1.53 1.30 -0.185
C -2.96 0.41 1.56 -0.227
C -3.80 1.52 1.54 -0.019
C -5.17 1.37 1.31 -0.058
C -5.71 0.11 1.16 -0.076
C -4.89 -1.01 1.23 -0.062
C -3.53 -0.86 1.43 -0.095
C -1.43 0.68 3.43 -0.212
C -1.24 1.93 4.01 -0.034
C -1.22 2.06 5.40 -0.069
C -1.42 0.95 6.21 -0.082
C -1.64 -0.29 5.63 -0.069
C -1.64 -0.43 4.25 -0.053
C -0.44 2.77 -2.92 -0.256
O -0.76 1.94 -1.86 -0.119
C 0.76 3.55 -2.78 -0.194
C 1.75 3.16 -1.84 -0.096
C 2.90 3.90 -1.66 -0.122
C 3.13 5.06 -2.39 -0.135
C 2.17 5.46 -3.32 -0.106
C 1.01 4.72 -3.51 -0.059
C -1.19 2.52 -4.11 -0.170
C -2.36 1.72 -4.05 -0.042
C -3.06 1.38 -5.20 -0.115
C -2.65 1.83 -6.45 -0.140
C -1.50 2.61 -6.53 -0.121
C -0.78 2.95 -5.40 -0.058
H -1.38 6.02 -1.30 0.106
H -0.07 5.01 -0.69 0.081
H -0.84 6.20 0.38 0.097
H -3.72 5.76 -0.35 0.100
H -3.19 5.68 1.35 0.098
H -4.10 4.33 0.62 0.077
H -2.37 1.53 -0.72 0.130
H 0.15 2.94 0.17 0.153
H -3.39 2.50 1.71 0.104
H -5.80 2.25 1.28 0.106
H -6.78 -0.01 0.99 0.104
H -5.31 -2.00 1.13 0.109
H -2.89 -1.73 1.46 0.065
H -1.10 2.80 3.38 0.115
H -1.06 3.04 5.84 0.108
H -1.41 1.06 7.29 0.103
H -1.80 -1.16 6.26 0.108
H -1.80 -1.40 3.80 0.113
H 1.60 2.24 -1.28 0.067
H 3.64 3.57 -0.93 0.087
H 4.02 5.65 -2.24 0.084
H 2.31 6.37 -3.89 0.097
H 0.26 5.09 -4.20 0.104
H -2.70 1.34 -3.10 0.095
H -3.94 0.76 -5.11 0.094
H -3.20 1.56 -7.34 0.083
H -1.15 2.95 -7.50 0.093
H 0.13 3.52 -5.51 0.085
S 0.29 -2.70 1.44 0.096
S -1.08 -4.02 0.39 -0.019
S -1.13 -3.11 -1.41 -0.014
S -1.42 -1.07 -0.91 0.223
C 1.95 1.56 2.58 -0.145
N 3.07 1.87 3.44 -0.070
C 4.30 1.38 2.83 -0.156
N 4.26 -0.06 2.61 -0.075
C 3.13 -0.36 1.75 -0.207
N 1.82 0.08 2.33 -0.163
C 1.71 -0.59 3.68 -0.172
N 2.82 -0.27 4.55 -0.075
C 2.88 1.19 4.72 -0.148
C 4.06 -0.72 3.91 -0.158
H 2.07 2.05 1.61 0.135
H 1.03 1.91 3.04 0.105
H 5.15 1.62 3.48 0.130
H 4.45 1.88 1.87 0.130
H 3.07 -1.43 1.56 0.118
H 3.26 0.17 0.81 0.089
H 1.67 -1.67 3.51 0.086
H 0.78 -0.26 4.14 0.104
H 3.71 1.43 5.39 0.130
H 1.95 1.53 5.18 0.127
H 4.01 -1.80 3.76 0.132
H 4.90 -0.48 4.56 0.129
C 4.59 -1.01 -1.49 -0.109
C 3.49 -0.23 -2.20 -0.358
S 1.83 -0.80 -1.82 1.013
O 1.48 0.05 -0.54 -0.704
C 0.98 0.01 -3.18 -0.387
C 1.03 -0.85 -4.44 -0.092
H 5.56 -0.71 -1.88 0.086
H 4.48 -2.08 -1.65 0.082
H 4.60 -0.82 -0.41 0.052
H 3.57 -0.36 -3.28 0.095
H 3.50 0.84 -1.98 0.093
H 1.43 1.00 -3.31 0.096
H -0.04 0.14 -2.82 0.035
H 2.03 -0.91 -4.87 0.071
H 0.38 -0.39 -5.18 0.091
H 0.67 -1.86 -4.24 0.075
```

Calculated values
- frontier orbital gap (spin up / spin down) (eV) = 3.09 / 3.08


Molecular weight (u)
86.134; 1023.049
ΔE to the lowest compared entry with this formula, charge and spin (kcal/mol)
134.7; 85.0